Below is 17 unconnected molecules or ions with the total composition C90H217N11O30 at a distorted geometry, with properties calculated with ωB97M-V/def2-TZVPD.

gap between HOMO and LUMO	8.16	eV
energy relative to the best compared isomer or geometry (same formula, charge and spin)	12.879	eV
total charge	0
spin multiplicity	1
calculated total energy	-174633.0946	eV
LUMO level	0.32	eV

Each atom is followed by the atoms it is bonded to, with distances in Å.
Positions of all 348 atoms, in Å:
1 C -2.9440 2.9968 -5.4337  O2 1.382, H10 1.090, H11 1.090, H12 1.090
2 O -2.7399 4.1264 -4.6642  C1 1.382, C3 1.397
3 C -1.6928 3.9389 -3.7588  O2 1.397, C4 1.473, H13 1.090, H14 1.090
4 C -1.4766 5.1358 -2.9285  C3 1.473, N5 1.424, H15 1.090, H16 1.090
5 N -1.6438 6.3439 -3.6639  C4 1.424, C6 1.457, H17 1.010
6 C -1.5620 7.5117 -2.7965  N5 1.457, C7 1.616, H18 1.090, H19 1.090
7 C -2.1017 8.7707 -3.6541  C6 1.616, O8 1.390, H20 1.090, H21 1.090
8 O -3.4605 8.5605 -3.8574  C7 1.390, C9 1.420
9 C -4.1663 9.7695 -4.0944  O8 1.420, H22 1.090, H23 1.090, H24 1.090
10 H -3.8917 2.9963 -5.9723  C1 1.090
11 H -2.9320 2.2210 -4.6682  C1 1.090
12 H -2.2148 2.7032 -6.1888  C1 1.090
13 H -0.7593 3.7726 -4.2963  C3 1.090
14 H -1.8857 3.0642 -3.1376  C3 1.090
15 H -0.4499 5.2557 -2.5825  C4 1.090
16 H -2.1686 5.0539 -2.0903  C4 1.090
17 H -2.4867 6.1587 -4.1886  N5 1.010
18 H -0.5558 7.5305 -2.3778  C6 1.090
19 H -2.3058 7.3722 -2.0120  C6 1.090
20 H -1.5998 8.8688 -4.6167  C7 1.090
21 H -1.8467 9.6534 -3.0677  C7 1.090
22 H -5.2099 9.5409 -4.3107  C9 1.090
23 H -3.8766 10.3850 -4.9460  C9 1.090
24 H -4.0341 10.4649 -3.2655  C9 1.090
25 C -4.6344 3.4929 3.7962  O26 1.490, H34 1.090, H35 1.090, H36 1.090
26 O -3.4937 4.1972 4.4464  C25 1.490, C27 1.420
27 C -3.6615 4.3933 5.8424  O26 1.420, C28 1.543, H37 1.090, H38 1.090
28 C -2.8241 5.5594 6.4069  C27 1.543, N29 1.477, H39 1.090, H40 1.090
29 N -3.3697 6.7781 5.7763  C28 1.477, C30 1.402, H41 1.010
30 C -2.7569 7.9936 6.1139  N29 1.402, C31 1.485, H42 1.090, H43 1.090
31 C -2.9058 8.3881 7.5382  C30 1.485, O32 1.417, H44 1.090, H45 1.090
32 O -2.0815 9.5137 7.7844  C31 1.417, C33 1.465
33 C -2.5072 10.5367 8.7431  O32 1.465, H46 1.090, H47 1.090, H48 1.090
34 H -4.5716 3.5058 2.7080  C25 1.090
35 H -5.6195 3.9206 3.9827  C25 1.090
36 H -4.6716 2.4887 4.2184  C25 1.090
37 H -3.2225 3.5506 6.3764  C27 1.090
38 H -4.7002 4.4860 6.1595  C27 1.090
39 H -1.7356 5.5699 6.4626  C28 1.090
40 H -3.0124 5.4882 7.4781  C28 1.090
41 H -3.4292 6.5954 4.7847  N29 1.010
42 H -3.2040 8.8657 5.6367  C30 1.090
43 H -1.6793 8.0241 5.9530  C30 1.090
44 H -2.8494 7.6530 8.3411  C31 1.090
45 H -3.9254 8.7730 7.5604  C31 1.090
46 H -2.7446 10.0417 9.6848  C33 1.090
47 H -3.2950 11.2216 8.4294  C33 1.090
48 H -1.6755 11.2309 8.8637  C33 1.090
49 C -1.4133 -3.3681 -6.5107  O50 1.386, H58 1.090, H59 1.090, H60 1.090
50 O -1.2593 -2.3858 -7.4765  C49 1.386, C51 1.428
51 C -2.1100 -1.2520 -7.3052  O50 1.428, C52 1.565, H61 1.090, H62 1.090
52 C -2.0882 -0.4235 -5.9774  C51 1.565, N53 1.429, H63 1.090, H64 1.090
53 N -0.9355 0.4213 -5.9660  C52 1.429, C54 1.478, H65 1.010
54 C 0.3106 -0.1605 -5.4244  N53 1.478, C55 1.490, H66 1.090, H67 1.090
55 C 1.2664 0.9159 -5.0415  C54 1.490, O56 1.439, H68 1.090, H69 1.090
56 O 1.7835 1.5824 -6.2071  C55 1.439, C57 1.437
57 C 2.7375 2.6117 -5.8970  O56 1.437, H70 1.090, H71 1.090, H72 1.090
58 H -2.4349 -3.7452 -6.4640  C49 1.090
59 H -1.1600 -2.9124 -5.5535  C49 1.090
60 H -0.6194 -4.0881 -6.7089  C49 1.090
61 H -3.0731 -1.3891 -7.7969  C51 1.090
62 H -1.6644 -0.6648 -8.1082  C51 1.090
63 H -2.1067 -1.1242 -5.1427  C52 1.090
64 H -3.1093 -0.0421 -5.9761  C52 1.090
65 H -0.6358 0.5298 -6.9244  N53 1.010
66 H 0.8279 -0.8849 -6.0534  C54 1.090
67 H 0.1027 -0.6606 -4.4785  C54 1.090
68 H 1.9997 0.4920 -4.3554  C55 1.090
69 H 0.6727 1.6836 -4.5453  C55 1.090
70 H 2.4632 3.2714 -5.0738  C57 1.090
71 H 2.9268 3.2157 -6.7844  C57 1.090
72 H 3.5838 1.9999 -5.5847  C57 1.090
73 C -1.9707 11.0776 3.8688  O74 1.438, H82 1.090, H83 1.090, H84 1.090
74 O -1.8794 9.9111 3.0329  C73 1.438, C75 1.474
75 C -2.8650 9.8949 1.9367  O74 1.474, C76 1.568, H85 1.090, H86 1.090
76 C -2.9773 8.4812 1.2667  C75 1.568, N77 1.504, H87 1.090, H88 1.090
77 N -1.5598 8.0680 0.9808  C76 1.504, C78 1.517, H89 1.010
78 C -1.3652 6.5632 0.9741  N77 1.517, C79 1.449, H90 1.090, H91 1.090
79 C 0.0230 6.1785 0.8194  C78 1.449, O80 1.461, H92 1.090, H93 1.090
80 O 0.8089 6.3607 2.0375  C79 1.461, C81 1.401
81 C 1.3732 7.6260 2.2421  O80 1.401, H94 1.090, H95 1.090, H96 1.090
82 H -1.2904 11.0092 4.7177  C73 1.090
83 H -2.9950 11.2875 4.1770  C73 1.090
84 H -1.5898 11.9470 3.3330  C73 1.090
85 H -2.5165 10.6177 1.1990  C75 1.090
86 H -3.8538 10.2908 2.1682  C75 1.090
87 H -3.5812 8.4569 0.3596  C76 1.090
88 H -3.3454 7.7659 2.0022  C76 1.090
89 H -0.9017 8.5097 1.6068  N77 1.010
90 H -2.0838 6.3202 0.1914  C78 1.090
91 H -1.6722 6.1483 1.9342  C78 1.090
92 H 0.5376 6.7776 0.0681  C79 1.090
93 H 0.0847 5.1384 0.4994  C79 1.090
94 H 0.6753 8.4046 2.5500  C81 1.090
95 H 1.7774 8.1762 1.3924  C81 1.090
96 H 2.1225 7.6425 3.0335  C81 1.090
97 C -5.1399 -9.4455 -4.3225  O98 1.470, H106 1.090, H107 1.090, H108 1.090
98 O -5.4536 -8.0091 -4.3059  C97 1.470, C99 1.400
99 C -5.0155 -7.3033 -3.1796  O98 1.400, C100 1.622, H109 1.090, H110 1.090
100 C -3.4203 -7.0160 -3.2337  C99 1.622, N101 1.441, H111 1.090, H112 1.090
101 N -2.6975 -8.1561 -2.7303  C100 1.441, C102 1.483, H113 1.010
102 C -1.2436 -7.9233 -2.9061  N101 1.483, C103 1.534, H114 1.090, H115 1.090
103 C -0.7490 -8.2952 -4.3101  C102 1.534, O104 1.487, H116 1.090, H117 1.090
104 O -0.9200 -9.7613 -4.4864  C103 1.487, C105 1.357
105 C -0.5476 -10.2665 -5.6897  O104 1.357, H118 1.090, H119 1.090, H120 1.090
106 H -5.6775 -10.0369 -3.5813  C97 1.090
107 H -4.0645 -9.5138 -4.4868  C97 1.090
108 H -5.6732 -9.7851 -5.2103  C97 1.090
109 H -5.2958 -7.6642 -2.1900  C99 1.090
110 H -5.4943 -6.3428 -3.3704  C99 1.090
111 H -3.2183 -6.1272 -2.6359  C100 1.090
112 H -3.1931 -6.7211 -4.2582  C100 1.090
113 H -2.6615 -8.9200 -3.3900  N101 1.010
114 H -0.8104 -8.5356 -2.1151  C102 1.090
115 H -1.0662 -6.8708 -2.6853  C102 1.090
116 H 0.2573 -7.8802 -4.3668  C103 1.090
117 H -1.1697 -7.5546 -4.9903  C103 1.090
118 H -1.1754 -11.1538 -5.7702  C105 1.090
119 H 0.4653 -10.6683 -5.7151  C105 1.090
120 H -0.7241 -9.5534 -6.4950  C105 1.090
121 C 7.3367 0.4484 0.4884  O122 1.447, H130 1.090, H131 1.090, H132 1.090
122 O 8.4625 0.6649 -0.3946  C121 1.447, C123 1.385
123 C 9.2251 1.7740 -0.0662  O122 1.385, C124 1.535, H133 1.090, H134 1.090
124 C 10.4023 1.9454 -1.0359  C123 1.535, N125 1.503, H135 1.090, H136 1.090
125 N 9.8707 2.3286 -2.3882  C124 1.503, C126 1.434, H137 1.010
126 C 10.9176 2.1394 -3.3490  N125 1.434, C127 1.629, H138 1.090, H139 1.090
127 C 10.3437 1.8268 -4.8409  C126 1.629, O128 1.418, H140 1.090, H141 1.090
128 O 10.3395 0.4696 -5.2513  C127 1.418, C129 1.498
129 C 9.6876 0.0935 -6.5465  O128 1.498, H142 1.090, H143 1.090, H144 1.090
130 H 6.7515 -0.4700 0.5364  C121 1.090
131 H 6.6164 1.2444 0.2996  C121 1.090
132 H 7.6778 0.6500 1.5038  C121 1.090
133 H 9.6908 1.8835 0.9132  C123 1.090
134 H 8.6079 2.6554 -0.2402  C123 1.090
135 H 10.9273 0.9992 -1.1677  C124 1.090
136 H 10.9692 2.7312 -0.5366  C124 1.090
137 H 9.0488 1.7427 -2.4244  N125 1.010
138 H 11.7113 1.4161 -3.1619  C126 1.090
139 H 11.5763 2.9961 -3.2067  C126 1.090
140 H 10.9233 2.4350 -5.5354  C127 1.090
141 H 9.3082 2.1512 -4.9443  C127 1.090
142 H 9.5401 1.0478 -7.0523  C129 1.090
143 H 8.7313 -0.4075 -6.3966  C129 1.090
144 H 10.4211 -0.4735 -7.1198  C129 1.090
145 C -1.5138 -13.1003 3.7642  O146 1.414, H154 1.090, H155 1.090, H156 1.090
146 O -1.2337 -11.7311 3.9778  C145 1.414, C147 1.503
147 C 0.0122 -11.2433 4.6632  O146 1.503, C148 1.557, H157 1.090, H158 1.090
148 C -0.3023 -9.9182 5.4184  C147 1.557, N149 1.508, H159 1.090, H160 1.090
149 N -0.1632 -8.7006 4.5406  C148 1.508, C150 1.490, H161 1.010
150 C 1.1974 -8.6028 3.9420  N149 1.490, C151 1.565, H162 1.090, H163 1.090
151 C 1.5899 -7.2239 3.3133  C150 1.565, O152 1.409, H164 1.090, H165 1.090
152 O 0.8112 -6.8365 2.2042  C151 1.409, C153 1.420
153 C 1.3731 -7.2876 0.9802  O152 1.420, H166 1.090, H167 1.090, H168 1.090
154 H -1.3777 -13.5299 4.7566  C145 1.090
155 H -0.8131 -13.5933 3.0905  C145 1.090
156 H -2.5444 -13.2850 3.4609  C145 1.090
157 H 0.8952 -11.3544 4.0338  C147 1.090
158 H 0.1936 -12.0543 5.3685  C147 1.090
159 H 0.3545 -9.9251 6.2882  C148 1.090
160 H -1.2872 -10.1049 5.8465  C148 1.090
161 H -0.9878 -8.2944 4.1219  N149 1.010
162 H 1.3003 -9.3872 3.1921  C150 1.090
163 H 1.9363 -8.6997 4.7374  C150 1.090
164 H 2.6670 -7.0567 3.3153  C151 1.090
165 H 1.2906 -6.4832 4.0547  C151 1.090
166 H 2.3273 -6.7825 0.8305  C153 1.090
167 H 0.8707 -6.9940 0.0585  C153 1.090
168 H 1.6572 -8.3393 1.0164  C153 1.090
169 C -1.5504 -5.0583 5.1412  C170 1.487, H180 1.090, H181 1.090, H182 1.090
170 C -2.1303 -3.9468 4.3408  C169 1.487, C171 1.602, N175 1.451, C179 1.542
171 C -2.2808 -4.5040 2.8462  C170 1.602, C172 1.520, H183 1.090, H184 1.090
172 C -3.4792 -5.4314 2.7314  C171 1.520, C173 1.542, H185 1.090, H186 1.090
173 C -4.7051 -4.7299 3.3501  C172 1.542, C174 1.597, H187 1.090, H188 1.090
174 C -4.6419 -4.0517 4.7946  C173 1.597, N175 1.441, C177 1.608, C178 1.628
175 N -3.3590 -3.4027 4.8876  C170 1.451, C174 1.441, O176 1.412
176 O -3.2181 -2.6994 6.1041  N175 1.412, H198 0.960
177 C -5.8988 -3.0492 4.8135  C174 1.608, H189 1.090, H190 1.090, H191 1.090
178 C -4.8804 -5.2713 5.8470  C174 1.628, H192 1.090, H193 1.090, H194 1.090
179 C -1.0338 -2.8713 4.2084  C170 1.542, H195 1.090, H196 1.090, H197 1.090
180 H -1.5076 -4.6119 6.1347  C169 1.090
181 H -0.5032 -5.2958 4.9540  C169 1.090
182 H -2.1156 -5.9901 5.1198  C169 1.090
183 H -2.5795 -3.6686 2.2130  C171 1.090
184 H -1.4845 -5.0980 2.3978  C171 1.090
185 H -3.3689 -6.3982 3.2226  C172 1.090
186 H -3.7323 -5.6527 1.6945  C172 1.090
187 H -5.5778 -5.3831 3.3507  C173 1.090
188 H -4.8837 -3.9540 2.6057  C173 1.090
189 H -5.8912 -2.5979 5.8057  C177 1.090
190 H -5.7692 -2.2846 4.0475  C177 1.090
191 H -6.8672 -3.5200 4.6446  C177 1.090
192 H -5.9549 -5.4167 5.7359  C178 1.090
193 H -4.4368 -6.1316 5.3459  C178 1.090
194 H -4.6114 -5.1060 6.8902  C178 1.090
195 H -1.4084 -1.8765 3.9671  C179 1.090
196 H -0.3742 -3.0448 3.3581  C179 1.090
197 H -0.3681 -2.7092 5.0561  C179 1.090
198 H -3.0466 -3.3342 6.8035  O176 0.960
199 C 5.9127 -2.6007 -4.6255  C200 1.492, H210 1.090, H211 1.090, H212 1.090
200 C 4.4606 -2.9320 -4.7083  C199 1.492, C201 1.546, N205 1.448, C209 1.582
201 C 4.2538 -3.6229 -6.0760  C200 1.546, C202 1.538, H213 1.090, H214 1.090
202 C 2.8818 -4.3002 -6.2358  C201 1.538, C203 1.536, H215 1.090, H216 1.090
203 C 2.6955 -5.2650 -5.0547  C202 1.536, C204 1.468, H217 1.090, H218 1.090
204 C 2.7798 -4.6239 -3.7370  C203 1.468, N205 1.478, C207 1.553, C208 1.591
205 N 3.9662 -3.7496 -3.6204  C200 1.448, C204 1.478, O206 1.336
206 O 4.0917 -3.1462 -2.4353  N205 1.336, H228 0.960
207 C 1.4317 -3.9085 -3.4518  C204 1.553, H219 1.090, H220 1.090, H221 1.090
208 C 3.0537 -5.7331 -2.6293  C204 1.591, H222 1.090, H223 1.090, H224 1.090
209 C 3.7539 -1.5173 -4.7326  C200 1.582, H225 1.090, H226 1.090, H227 1.090
210 H 6.3957 -3.5768 -4.5797  C199 1.090
211 H 6.2525 -1.9623 -3.8100  C199 1.090
212 H 6.2349 -2.1004 -5.5387  C199 1.090
213 H 4.3817 -2.8986 -6.8805  C201 1.090
214 H 4.9145 -4.4766 -6.2268  C201 1.090
215 H 2.9262 -4.7609 -7.2227  C202 1.090
216 H 2.0944 -3.5509 -6.3174  C202 1.090
217 H 3.3679 -6.1157 -5.1653  C203 1.090
218 H 1.7040 -5.7166 -5.0875  C203 1.090
219 H 1.4606 -3.1410 -2.6784  C207 1.090
220 H 1.1427 -3.2923 -4.3032  C207 1.090
221 H 0.6345 -4.6497 -3.3951  C207 1.090
222 H 2.2437 -6.4290 -2.8476  C208 1.090
223 H 3.9144 -6.3594 -2.8642  C208 1.090
224 H 2.8672 -5.5303 -1.5747  C208 1.090
225 H 4.0918 -1.0944 -3.7866  C209 1.090
226 H 2.7020 -1.7573 -4.5776  C209 1.090
227 H 3.9091 -0.8325 -5.5662  C209 1.090
228 H 5.0302 -3.2700 -2.2757  O206 0.960
229 C -5.1953 0.0236 -3.6252  C230 1.538, H240 1.090, H241 1.090, H242 1.090
230 C -5.9224 -0.8142 -2.5595  C229 1.538, C231 1.569, N235 1.492, C239 1.530
231 C -5.0767 -2.1054 -2.2756  C230 1.569, C232 1.539, H243 1.090, H244 1.090
232 C -5.7369 -3.0503 -1.2554  C231 1.539, C233 1.553, H245 1.090, H246 1.090
233 C -5.8948 -2.2417 0.0606  C232 1.553, C234 1.553, H247 1.090, H248 1.090
234 C -6.5641 -0.8469 -0.0750  C233 1.553, N235 1.515, C237 1.545, C238 1.537
235 N -6.0934 -0.0622 -1.2823  C230 1.492, C234 1.515, O236 1.397
236 O -6.8804 1.0843 -1.4143  N235 1.397, H258 0.960
237 C -8.0665 -1.2074 -0.0958  C234 1.545, H249 1.090, H250 1.090, H251 1.090
238 C -6.2563 -0.0300 1.1903  C234 1.537, H252 1.090, H253 1.090, H254 1.090
239 C -7.2246 -1.1735 -3.2783  C230 1.530, H255 1.090, H256 1.090, H257 1.090
240 H -4.1709 0.2704 -3.3464  C229 1.090
241 H -5.7009 0.9692 -3.8211  C229 1.090
242 H -5.2778 -0.5744 -4.5327  C229 1.090
243 H -4.9092 -2.6547 -3.2021  C231 1.090
244 H -4.0739 -1.7982 -1.9789  C231 1.090
245 H -5.0964 -3.9216 -1.1182  C232 1.090
246 H -6.7230 -3.2756 -1.6617  C232 1.090
247 H -4.8846 -2.1438 0.4581  C233 1.090
248 H -6.4469 -2.9352 0.6948  C233 1.090
249 H -8.4892 -1.1486 0.9072  C237 1.090
250 H -8.5774 -0.6257 -0.8631  C237 1.090
251 H -8.3060 -2.2689 -0.1592  C237 1.090
252 H -6.8342 0.8932 1.2331  C238 1.090
253 H -6.4580 -0.6006 2.0968  C238 1.090
254 H -5.1758 -0.0228 1.3334  C238 1.090
255 H -7.1796 -1.5110 -4.3137  C239 1.090
256 H -7.7865 -0.2404 -3.2375  C239 1.090
257 H -7.7963 -1.7369 -2.5409  C239 1.090
258 H -6.3615 1.6866 -1.9524  O236 0.960
259 C -2.1080 0.5595 -1.1080  C260 1.493, H270 1.090, H271 1.090, H272 1.090
260 C -1.1594 0.0366 -0.0808  C259 1.493, C261 1.637, N265 1.509, C269 1.581
261 C -0.8436 -1.5234 -0.4621  C260 1.637, C262 1.535, H273 1.090, H274 1.090
262 C 0.4829 -2.0863 0.0662  C261 1.535, C263 1.568, H275 1.090, H276 1.090
263 C 1.6481 -1.1051 -0.3033  C262 1.568, C264 1.489, H277 1.090, H278 1.090
264 C 1.5207 0.2780 0.2347  C263 1.489, N265 1.527, C267 1.556, C268 1.569
265 N 0.1378 0.8057 -0.1419  C260 1.509, C264 1.527, O266 1.486
266 O 0.1472 2.2895 -0.0534  N265 1.486, H288 0.960
267 C 1.6520 0.3145 1.7849  C264 1.556, H279 1.090, H280 1.090, H281 1.090
268 C 2.7980 0.9630 -0.3671  C264 1.569, H282 1.090, H283 1.090, H284 1.090
269 C -1.9729 0.3100 1.2473  C260 1.581, H285 1.090, H286 1.090, H287 1.090
270 H -1.5428 0.2932 -2.0013  C259 1.090
271 H -2.3304 1.6163 -0.9599  C259 1.090
272 H -3.0064 -0.0574 -1.0918  C259 1.090
273 H -1.5696 -2.0859 0.1249  C261 1.090
274 H -0.9441 -1.9045 -1.4783  C261 1.090
275 H 0.5014 -3.0678 -0.4076  C262 1.090
276 H 0.2657 -2.2158 1.1265  C262 1.090
277 H 1.7231 -1.1293 -1.3905  C263 1.090
278 H 2.6328 -1.5650 -0.2200  C263 1.090
279 H 2.6718 0.0733 2.0851  C267 1.090
280 H 1.4727 1.2803 2.2573  C267 1.090
281 H 0.8165 -0.2934 2.1320  C267 1.090
282 H 3.0308 1.9070 0.1256  C268 1.090
283 H 3.7998 0.5458 -0.2644  C268 1.090
284 H 2.6672 1.0954 -1.4411  C268 1.090
285 H -1.5713 1.1876 1.7539  C269 1.090
286 H -1.9275 -0.5351 1.9342  C269 1.090
287 H -3.0271 0.4939 1.0403  C269 1.090
288 H -0.2286 2.4098 0.8217  O266 0.960
289 C 6.6622 5.0970 2.5457  C290 1.471, O292 1.426, H293 1.090, H294 1.090
290 C 5.8285 5.4286 1.3806  C289 1.471, O291 1.465, H295 1.090, H296 1.090
291 O 5.3713 6.8201 1.3944  C290 1.465, H297 0.960
292 O 7.1317 3.7506 2.5291  C289 1.426, H298 0.960
293 H 6.2663 5.1698 3.5587  C289 1.090
294 H 7.4174 5.8816 2.5930  C289 1.090
295 H 5.0132 4.7140 1.2676  C290 1.090
296 H 6.4059 5.2479 0.4740  C290 1.090
297 H 4.6061 6.8647 0.8164  O291 0.960
298 H 6.6948 3.1717 3.1581  O292 0.960
299 C -0.2100 2.8608 5.0861  C300 1.533, O302 1.395, H303 1.090, H304 1.090
300 C -0.5233 1.7328 6.0755  C299 1.533, O301 1.405, H305 1.090, H306 1.090
301 O 0.4757 0.7460 6.1164  C300 1.405, H307 0.960
302 O -0.5275 2.6373 3.7457  C299 1.395, H308 0.960
303 H 0.8263 3.1837 5.1858  C299 1.090
304 H -0.8353 3.7262 5.3056  C299 1.090
305 H -1.4962 1.2919 5.8581  C300 1.090
306 H -0.6115 2.2719 7.0188  C300 1.090
307 H 0.7466 0.4554 5.2425  O301 0.960
308 H -1.3418 3.0587 3.4611  O302 0.960
309 C 3.1417 5.3918 -0.8439  C310 1.503, O312 1.464, H313 1.090, H314 1.090
310 C 4.1744 5.0149 -1.8693  C309 1.503, O311 1.465, H315 1.090, H316 1.090
311 O 3.6223 5.3223 -3.1915  C310 1.465, H317 0.960
312 O 3.2082 6.8025 -0.4582  C309 1.464, H318 0.960
313 H 3.2837 4.6279 -0.0795  C309 1.090
314 H 2.1553 5.1467 -1.2377  C309 1.090
315 H 4.2851 3.9323 -1.8089  C310 1.090
316 H 5.1675 5.3990 -1.6363  C310 1.090
317 H 2.6947 5.5668 -3.1548  O311 0.960
318 H 3.3830 7.3043 -1.2577  O312 0.960
319 C -4.7980 3.9277 -1.5486  C320 1.576, O322 1.444, H323 1.090, H324 1.090
320 C -4.8741 3.9147 0.0252  C319 1.576, O321 1.414, H325 1.090, H326 1.090
321 O -3.9282 4.7459 0.6674  C320 1.414, H327 0.960
322 O -5.0127 5.2564 -2.0728  C319 1.444, H328 0.960
323 H -5.5740 3.1886 -1.7479  C319 1.090
324 H -3.8886 3.5212 -1.9911  C319 1.090
325 H -4.7946 2.8514 0.2516  C320 1.090
326 H -5.8392 4.2228 0.4275  C320 1.090
327 H -4.4018 5.3257 1.2684  O321 0.960
328 H -4.3704 5.8450 -1.6695  O322 0.960
329 C 8.9664 -1.5810 4.6402  C330 1.520, O332 1.476, H333 1.090, H334 1.090
330 C 8.0916 -1.8798 3.4332  C329 1.520, O331 1.375, H335 1.090, H336 1.090
331 O 6.8835 -1.2241 3.4776  C330 1.375, H337 0.960
332 O 9.3012 -0.1494 4.7747  C329 1.476, H338 0.960
333 H 9.8886 -2.1311 4.4528  C329 1.090
334 H 8.5259 -1.9692 5.5585  C329 1.090
335 H 7.9372 -2.9564 3.3611  C330 1.090
336 H 8.4618 -1.5606 2.4590  C330 1.090
337 H 7.2881 -0.5541 4.0335  O331 0.960
338 H 10.2481 -0.0030 4.8343  O332 0.960
339 C 4.5096 0.0298 5.6911  C340 1.539, O342 1.435, H343 1.090, H344 1.090
340 C 4.0619 1.4222 5.2108  C339 1.539, O341 1.476, H345 1.090, H346 1.090
341 O 5.0841 2.2335 4.5220  C340 1.476, H347 0.960
342 O 4.1766 -0.9800 4.7273  C339 1.435, H348 0.960
343 H 4.1933 -0.1730 6.7143  C339 1.090
344 H 5.5386 0.1152 6.0403  C339 1.090
345 H 3.9143 2.0732 6.0725  C340 1.090
346 H 3.0601 1.2786 4.8059  C340 1.090
347 H 5.8793 2.2291 5.0598  O341 0.960
348 H 4.8926 -1.4611 4.3059  O342 0.960

These are the Mulliken partial charges, in e, on atoms 1 to 99:
1. C -0.4981
2. O -0.5372
3. C 0.3974
4. C 0.7507
5. N -0.3484
6. C 0.0105
7. C -0.9403
8. O -0.1644
9. C -0.8662
10. H 0.3798
11. H -0.0495
12. H 0.3428
13. H 0.5403
14. H -0.4430
15. H -0.3193
16. H -0.7600
17. H 0.4459
18. H 0.1712
19. H -0.0140
20. H 0.3471
21. H 0.5395
22. H 0.2577
23. H 0.3211
24. H 0.3052
25. C -0.7236
26. O 0.2147
27. C -1.0254
28. C -0.6007
29. N -0.1021
30. C -0.4874
31. C -0.4769
32. O -0.3298
33. C -0.7538
34. H -0.2725
35. H 0.4873
36. H 0.4402
37. H 0.3468
38. H 0.5483
39. H 0.4198
40. H 0.3188
41. H 0.1074
42. H 0.1795
43. H 0.2466
44. H 0.3828
45. H 0.3221
46. H 0.3150
47. H 0.3083
48. H 0.2520
49. C -0.2734
50. O -0.3908
51. C -1.3374
52. C 0.3419
53. N 0.3899
54. C -0.4824
55. C 0.7124
56. O -0.5697
57. C -0.6486
58. H 0.3928
59. H -0.0324
60. H 0.1903
61. H 0.5159
62. H 0.4262
63. H -0.0846
64. H -0.0200
65. H 0.3135
66. H 0.2425
67. H -0.0930
68. H -0.0090
69. H -0.1464
70. H 0.1955
71. H 0.3060
72. H 0.2378
73. C -0.9193
74. O -0.2207
75. C -1.0192
76. C 0.0825
77. N -0.4577
78. C 1.4183
79. C -0.4450
80. O -0.1860
81. C -0.8028
82. H 0.2514
83. H 0.3388
84. H 0.3442
85. H 0.3952
86. H 0.5590
87. H 0.2190
88. H -0.1002
89. H 0.2853
90. H -0.5276
91. H 0.2285
92. H 0.1410
93. H -0.2781
94. H 0.1568
95. H 0.3671
96. H 0.3314
97. C -0.5104
98. O -0.4190
99. C -0.4999